The following is a DFT calculation (ωB97M-V with the def2-TZVPD basis set) of the molecule C5H9NO.

Properties
**HOMO-LUMO gap**: 8.90 eV
**HOMO**: -8.055 eV
**LUMO**: 0.85 eV
**SMILES string**: C/C(O)=C1/CN1C
**Calculated total energy**: -325.82858 a.u.

Geometry as XYZ:
```
16
Properties=species:S:1:pos:R:3:forces:R:3
C -1.68411 1.23948 0.76941 -0.12 0.13 -0.03
C -1.03937 -0.10584 0.81133 0.23 0.25 -0.33
O -1.84176 -1.05237 1.39318 0.14 -0.26 0.11
C 0.18146 -0.36589 0.37413 -0.33 0.13 0.16
C 1.38643 -1.16453 0.27076 0.08 -0.38 0.02
N 1.31079 0.23714 -0.20762 0.03 0.09 0.05
C 1.29036 0.36573 -1.66238 0.00 0.05 -0.17
H -2.59755 1.26439 0.16456 0.17 -0.14 0.01
H -1.97488 1.52081 1.78418 0.01 -0.03 0.01
H -0.99013 1.99375 0.40141 0.01 -0.08 -0.05
H -1.37020 -1.89558 1.36143 -0.14 0.07 0.07
H 1.44476 -1.94637 -0.48858 0.01 0.14 0.09
H 2.00878 -1.31908 1.15003 -0.07 -0.01 -0.14
H 2.32218 0.42903 -2.02171 -0.16 0.02 0.02
H 0.76308 1.28190 -1.94140 0.09 -0.08 0.06
H 0.79016 -0.48258 -2.15870 0.04 0.11 0.12
```
Forces are in eV/Å.

What are the Löwdin partial charges on each atom? They are as follows, in elementary charge units: C -0.02; C -0.34; O 0.04; C -0.23; C -0.07; N -0.09; C -0.10; H 0.08; H 0.09; H 0.08; H 0.11; H 0.10; H 0.10; H 0.08; H 0.08; H 0.08